Entry 1:
A molecular structure, C53H76N8ORbS. Source: the OMol25 dataset; level of theory: ωB97M-V with the def2-TZVPD basis set.

Element x y z (Å)
Rb1 0.1656 0.1251 0.2461
C1 -1.4082 3.5236 -0.7388
C2 -2.1719 2.8145 -1.7044
C3 -2.9697 1.8658 -0.9826
C4 -2.6657 2.0500 0.3996
C5 -1.7153 3.0770 0.5528
C6 -1.2670 3.7366 1.8425
C7 -1.5078 2.8097 3.0352
C8 -2.0770 5.0250 2.0752
C9 0.2205 4.1167 1.7798
C10 -4.0595 0.8786 -1.4298
C11 -5.2532 1.6131 -2.0630
C12 -4.6251 0.1413 -0.2050
C13 -3.5594 -0.2222 -2.3979
C14 -2.1284 3.2896 -3.1670
C15 -2.3933 2.2128 -4.2250
C16 -0.7420 3.8866 -3.4883
C17 -3.1548 4.4209 -3.3745
H1 -0.7196 4.3338 -0.9558
H2 -3.1330 1.5254 1.2239
H3 -2.5731 2.5723 3.1348
H4 -1.1762 3.2836 3.9691
H5 -0.9553 1.8782 2.9128
H6 -3.1439 4.7914 2.1449
H7 -1.9376 5.7127 1.2364
H8 -1.7658 5.5313 3.0019
H9 0.8311 3.2532 1.5132
H10 0.5620 4.5076 2.7499
H11 0.3927 4.8900 1.0255
H12 -5.6413 2.3588 -1.3617
H13 -6.0611 0.9086 -2.3070
H14 -4.9734 2.1326 -2.9790
H15 -5.0510 0.8400 0.5207
H16 -3.8528 -0.4491 0.2988
H17 -5.4187 -0.5412 -0.5279
H18 -3.5731 0.0962 -3.4391
H19 -4.1951 -1.1162 -2.3289
H20 -2.5363 -0.5165 -2.1576
H21 -1.7463 1.3435 -4.0755
H22 -2.1957 2.6234 -5.2219
H23 -3.4285 1.8754 -4.2177
H24 0.0606 3.2227 -3.1645
H25 -0.5940 4.8484 -2.9908
H26 -0.6458 4.0580 -4.5674
H27 -4.1732 4.0673 -3.1925
H28 -3.1031 4.8215 -4.3982
H29 -2.9538 5.2322 -2.6697
C18 -0.5155 -4.1851 -4.5103
N1 -0.6865 -2.7379 -4.5988
C19 -0.1199 -2.1063 -5.7974
C20 0.1850 -0.6725 -5.3651
N2 0.1798 -0.7895 -3.9274
C21 0.5074 0.3062 -3.0468
C22 -0.4023 -1.9364 -3.4827
N3 -0.6243 -2.1490 -2.2397
C23 -1.3506 -3.3134 -1.7829
C24 -2.1294 -2.9904 -0.5055
N4 -1.2976 -3.0606 0.6851
C25 -1.4760 -3.9448 1.5749
N5 -0.7902 -3.9280 2.7908
C26 -0.1870 -2.6853 3.2160
C27 -1.5474 -4.6833 3.7661
C28 -2.2420 -5.7190 2.8929
N6 -2.3383 -5.0503 1.6009
C29 -2.4917 -5.8977 0.4281
H30 -0.1027 -4.5448 -5.4525
H31 -1.4560 -4.7082 -4.3420
H32 0.1808 -4.4602 -3.7155
H33 -0.8224 -2.1487 -6.6284
H34 0.7990 -2.6178 -6.0985
H35 -0.5698 0.0379 -5.7180
H36 1.1595 -0.3409 -5.7273
H37 0.7420 1.1809 -3.6499
H38 1.3864 0.0598 -2.4416
H39 -0.3361 0.5544 -2.3971
H40 -0.6602 -4.1313 -1.5447
H41 -2.0714 -3.6827 -2.5208
H42 -3.0132 -3.6301 -0.4665
H43 -2.4919 -1.9667 -0.5888
H44 0.4528 -2.2837 2.4333
H45 0.4147 -2.8662 4.1093
H46 -0.9522 -1.9328 3.4475
H47 -2.2815 -4.0521 4.2887
H48 -0.8909 -5.1317 4.5114
H49 -3.2281 -5.9833 3.2739
H50 -1.6467 -6.6365 2.8206
H51 -2.4221 -6.9425 0.7353
H52 -1.6994 -5.7086 -0.2986
H53 -3.4524 -5.7582 -0.0676
O1 2.5535 -1.9044 0.6471
H54 2.9071 -1.2903 -0.0752
H55 2.4305 -2.7294 0.1641
N7 1.5974 1.1435 2.7101
S1 1.3947 0.1059 3.8569
C30 0.5949 0.8873 5.2683
C31 -0.6656 0.4433 5.6298
C32 -1.3817 1.1292 6.6055
C33 -0.8337 2.2535 7.2006
C34 0.4332 2.6937 6.8297
C35 1.1500 2.0112 5.8600
C36 2.9835 -0.2471 4.6438
C37 4.1093 -0.1106 3.8452
C38 5.3564 -0.4257 4.3713
C39 5.4663 -0.8863 5.6754
C40 4.3294 -1.0382 6.4612
C41 3.0800 -0.7231 5.9465
H56 2.0648 1.9988 3.0152
H57 -1.0933 -0.4234 5.1362
H58 -2.3729 0.7939 6.8837
H59 -1.3990 2.8008 7.9458
H60 0.8585 3.5768 7.2917
H61 2.1378 2.3517 5.5627
H62 3.9984 0.2339 2.8213
H63 6.2395 -0.3193 3.7521
H64 6.4401 -1.1299 6.0824
H65 4.4164 -1.4000 7.4787
H66 2.1920 -0.8262 6.5602
C42 4.5966 -3.2383 -4.3260
C43 5.4491 -2.1923 -3.9819
C44 5.0742 -1.2251 -3.0595
C45 3.8068 -1.2561 -2.4300
C46 2.9629 -2.3375 -2.7828
C47 3.3510 -3.2983 -3.7051
N8 3.3654 -0.3786 -1.4678
C48 3.7945 0.9194 -1.3731
C49 4.2738 1.7128 -2.4427
C50 4.6091 3.0477 -2.2565
C51 4.4833 3.6632 -1.0140
C52 3.9883 2.9063 0.0446
C53 3.6454 1.5750 -0.1299
H67 4.8972 -3.9854 -5.0496
H68 6.4334 -2.1341 -4.4354
H69 5.7669 -0.4353 -2.7980
H70 1.9824 -2.3870 -2.3129
H71 2.6671 -4.1070 -3.9495
H72 4.3585 1.2710 -3.4272
H73 4.9628 3.6252 -3.1036
H74 4.7475 4.7051 -0.8792
H75 3.8564 3.3683 1.0204
H76 3.2417 0.9986 0.6981

HOMO-LUMO gap (Ha): 0.190
Highest occupied orbital energy (eV): -3.4
LUMO (eV): 1.81
Charge: -1
ΔE to the lowest compared entry with this formula, charge and spin (kcal per mole): 12.3

Mulliken population analysis, charges in e, atoms 1 to 6: number 1, Rb, carries 0.4165; number 2, C, carries -0.8595; number 3, C, carries -0.1155; number 4, C, carries -0.0539; number 5, C, carries 0.0135; number 6, C, carries -0.7836

Entry 2:
10 unconnected molecules or ions with the total composition C53H80NO23 in a non-equilibrium geometry. Source: the OMol25 dataset; level of theory: ωB97M-V with the def2-TZVPD basis set.

Element x y z (Å)
C1 0.4301 3.0443 5.4807
C2 0.2100 1.5268 5.6613
C3 -1.2489 1.1568 6.0151
C4 -2.1009 1.2148 4.7900
C5 -2.6278 2.4133 4.4219
C6 -3.3533 2.5585 3.2890
C7 -3.9022 3.9122 2.9542
O1 -5.0423 4.1355 3.2250
O2 -3.1226 4.8051 2.3723
C8 -3.5759 1.4629 2.4883
C9 -4.3115 1.6760 1.2073
O3 -3.7128 2.7357 0.5190
C10 -3.1658 2.3588 -0.7379
C11 -3.0877 0.2587 2.9100
N1 -2.3557 0.1432 4.0353
C12 -1.7939 -1.1925 4.4042
C13 -0.3657 -1.1936 3.8755
C14 0.1421 -2.5509 3.3980
C15 1.5572 -2.2740 2.9723
O4 1.7428 -1.2595 2.3408
O5 2.5490 -3.0997 3.2631
C16 3.7770 -2.3796 3.5225
C17 4.6167 -2.0924 2.2730
H1 -0.4336 3.5702 5.8624
H2 0.5304 3.2633 4.4288
H3 1.3053 3.3846 6.0095
H4 0.4429 1.0752 4.7087
H5 0.8940 1.1340 6.3957
H6 -1.6347 1.9179 6.6779
H7 -1.3207 0.2147 6.5380
H8 -2.4377 3.2765 5.0250
H9 -2.2578 4.4234 2.1821
H10 -4.4016 0.7689 0.6170
H11 -5.3272 1.9750 1.4698
H12 -3.8782 1.8296 -1.3678
H13 -2.2481 1.7989 -0.6413
H14 -2.9034 3.2670 -1.2456
H15 -3.2501 -0.6211 2.3142
H16 -2.3743 -1.9848 3.9520
H17 -1.8188 -1.2786 5.4757
H18 0.3365 -0.8366 4.6141
H19 -0.3419 -0.5014 3.0478
H20 -0.4277 -2.8715 2.5387
H21 0.0867 -3.2815 4.1934
H22 4.3893 -2.9256 4.2216
H23 3.5160 -1.4437 3.9947
H24 3.9564 -2.2314 1.4307
H25 4.9076 -1.0575 2.2907
H26 5.4584 -2.7645 2.2282
O6 -0.5683 3.3516 -1.4567
C18 0.4567 2.8106 -1.1444
O7 0.5592 1.4681 -1.0259
C19 1.8721 1.1099 -0.5333
C20 2.7614 2.2948 -0.8801
C21 1.7799 3.4643 -0.7880
H27 1.8024 0.9417 0.5434
H28 2.1930 0.1887 -1.0121
H29 3.6265 2.3866 -0.2265
H30 3.1222 2.1981 -1.9052
H31 1.7120 3.8632 0.2254
H32 2.0129 4.2616 -1.4874
O8 4.7813 -3.6729 -0.9478
C22 3.6781 -4.0711 -1.1706
O9 3.3650 -4.8716 -2.2171
C23 1.9383 -5.0722 -2.2657
C24 1.4492 -4.7913 -0.8504
C25 2.4387 -3.7263 -0.3783
H33 1.5160 -4.3804 -2.9975
H34 1.7290 -6.0912 -2.5834
H35 0.4073 -4.4796 -0.8090
H36 1.5546 -5.6874 -0.2376
H37 2.1188 -2.7177 -0.6479
H38 2.6350 -3.7794 0.6876
O10 4.4407 1.8126 3.8415
C26 5.5843 1.4965 3.9928
O11 5.9605 0.2025 4.1506
C27 7.3724 0.1254 4.4247
C28 7.9519 1.4253 3.8775
C29 6.7945 2.4029 4.0846
H39 7.5102 0.0261 5.5032
H40 7.7833 -0.7541 3.9350
H41 8.8780 1.7201 4.3658
H42 8.1533 1.3197 2.8111
H43 6.8146 2.8578 5.0760
H44 6.7542 3.1733 3.3201
O12 5.7494 1.5686 -5.0123
C30 5.6300 0.4683 -4.5580
O13 4.8004 0.2118 -3.5199
C31 4.9371 -1.1610 -3.1051
C32 5.5005 -1.8858 -4.3092
C33 6.3582 -0.8023 -4.9670
H45 5.6098 -1.2000 -2.2469
H46 3.9646 -1.5452 -2.8070
H47 6.0502 -2.7863 -4.0435
H48 4.6913 -2.1710 -4.9786
H49 7.3698 -0.7740 -4.5598
H50 6.3944 -0.8928 -6.0483
O14 -2.4708 -3.9129 3.0701
C34 -3.5173 -4.4773 2.8598
O15 -3.6786 -5.3064 1.8292
C35 -5.0514 -5.7713 1.7695
C36 -5.5863 -5.5874 3.1785
C37 -4.8064 -4.3629 3.6528
H51 -5.5897 -5.1683 1.0424
H52 -5.0607 -6.8080 1.4450
H53 -6.6630 -5.4700 3.2131
H54 -5.3188 -6.4493 3.7923
H55 -5.3054 -3.4278 3.3845
H56 -4.6053 -4.3880 4.7206
O16 -8.2111 -1.8532 0.7889
C38 -8.2421 -0.8263 0.1679
O17 -8.8522 0.2733 0.6242
C39 -8.8146 1.3203 -0.3769
C40 -7.6448 0.9517 -1.2741
C41 -7.6568 -0.5724 -1.2085
H57 -9.7660 1.3267 -0.9059
H58 -8.6865 2.2780 0.1161
H59 -7.7318 1.3520 -2.2760
H60 -6.7143 1.3276 -0.8401
H61 -8.3149 -1.0129 -1.9586
H62 -6.6613 -1.0029 -1.2879
O18 2.1082 -2.0389 -6.0803
C42 2.3823 -3.1865 -6.2737
O19 2.9848 -3.9540 -5.3305
C43 3.2916 -5.2517 -5.8807
C44 2.3424 -5.4228 -7.0600
C45 2.1792 -3.9845 -7.5467
H63 4.3401 -5.2576 -6.1838
H64 3.1424 -6.0069 -5.1136
H65 2.7173 -6.1099 -7.8151
H66 1.3814 -5.8016 -6.7093
H67 2.9532 -3.7023 -8.2615
H68 1.1966 -3.7934 -7.9667
O20 5.2562 3.7841 0.4479
C46 5.1213 4.2046 -0.6642
O21 4.1650 5.1101 -0.9908
C47 4.1720 5.3433 -2.4133
C48 5.5615 4.9350 -2.8807
C49 5.9043 3.8139 -1.9029
H69 3.3878 4.7318 -2.8663
H70 3.9536 6.3912 -2.6027
H71 5.5924 4.6367 -3.9262
H72 6.2571 5.7645 -2.7467
H73 5.5421 2.8454 -2.2547
H74 6.9672 3.7626 -1.6874
O22 -9.0506 3.5732 -2.3369
C50 -8.6849 3.7268 -3.4665
O23 -8.2997 2.6957 -4.2558
C51 -7.8119 3.1925 -5.5193
C52 -8.4375 4.5723 -5.6707
C53 -8.5370 5.0356 -4.2171
H75 -6.7218 3.2319 -5.4762
H76 -8.1070 2.5064 -6.3085
H77 -7.8615 5.2355 -6.3115
H78 -9.4375 4.4806 -6.0952
H79 -7.6250 5.5294 -3.8791
H80 -9.3952 5.6767 -4.0414

HOMO-LUMO gap (Ha): 0.307
Highest occupied orbital energy (eV): -11.5
LUMO (eV): -3.12
Charge: +1

Mulliken population analysis, charges in e, atoms 1 to 6: number 1, C, carries -1.4363; number 2, C, carries 0.2911; number 3, C, carries -1.9123; number 4, C, carries 0.9496; number 5, C, carries -0.2989; number 6, C, carries -0.2681